Here is a molecular structure, C34H55BN2O6P2ReS from the Open Molecules 2025 dataset. Energies are from ωB97M-V with the def2-TZVPD basis set.

E_tot: -3073.704219 Ha
2S+1: 2
F_max: 0.011 hartree/bohr
⟨S²⟩: 0.758

```
102
C34H55BN2O6P2ReS (ωB97M-V with the def2-TZVPD basis set)
Re -0.681 -0.108 -0.479
C -3.741 -2.790 -2.361
C -2.907 -3.155 -1.125
C -2.996 -4.661 -0.850
C -3.555 -2.458 0.070
P -1.138 -2.484 -1.229
C -0.232 -3.471 0.045
N -0.265 -2.689 1.251
B -0.436 -1.265 1.235
N -0.236 -0.856 2.599
C -0.265 0.520 3.028
P -1.253 1.393 1.726
C -0.576 3.154 1.625
C -1.067 3.782 0.306
C 0.959 3.133 1.658
C -1.033 4.061 2.768
C -2.968 1.424 2.528
C -3.051 1.925 3.978
C -3.932 2.255 1.674
C -3.431 -0.033 2.549
C 0.056 -1.971 3.374
C 0.332 -2.089 4.723
C 0.604 -3.357 5.230
C 0.606 -4.475 4.403
C 0.335 -4.361 3.042
C 0.053 -3.105 2.538
C -0.370 -3.072 -2.860
C 1.156 -3.267 -2.782
C -0.679 -2.034 -3.943
C -0.911 -4.447 -3.281
H -4.786 -3.011 -2.128
H -3.481 -3.363 -3.248
H -3.660 -1.734 -2.606
H -4.053 -4.938 -0.902
H -2.653 -4.907 0.155
H -2.459 -5.281 -1.562
H -4.558 -2.869 0.217
H -3.647 -1.390 -0.108
H -2.986 -2.628 0.985
H 0.795 -3.600 -0.302
H -0.669 -4.461 0.175
H 0.743 0.934 3.090
H -0.731 0.632 4.009
H -0.629 3.295 -0.559
H -0.769 4.834 0.287
H -2.153 3.745 0.214
H 1.399 2.378 1.016
H 1.325 2.998 2.678
H 1.311 4.108 1.314
H -2.095 4.288 2.717
H -0.494 5.007 2.660
H -0.794 3.659 3.753
H -2.998 3.004 4.068
H -2.305 1.485 4.639
H -4.027 1.620 4.362
H -3.707 3.319 1.734
H -4.949 2.113 2.053
H -3.908 1.963 0.630
H -2.823 -0.649 3.214
H -3.399 -0.465 1.556
H -4.463 -0.069 2.907
H 0.348 -1.218 5.367
H 0.824 -3.471 6.283
H 0.827 -5.448 4.820
H 0.350 -5.230 2.397
H 1.700 -2.398 -2.435
H 1.488 -3.491 -3.798
H 1.425 -4.126 -2.167
H -0.215 -1.073 -3.726
H -1.743 -1.861 -4.067
H -0.275 -2.403 -4.890
H -0.666 -5.220 -2.550
H -0.406 -4.715 -4.213
H -1.978 -4.472 -3.475
O 0.926 1.033 -3.051
S 1.496 0.806 -1.755
O 2.897 0.916 -1.566
O 0.993 -0.654 -1.307
O 0.674 1.508 -0.670
C -6.199 5.666 -2.551
C -5.372 4.409 -2.485
C -5.907 3.228 -1.991
C -5.140 2.072 -1.883
C -5.745 0.799 -1.357
C -3.808 2.115 -2.293
C -3.252 3.277 -2.825
C -1.848 3.276 -3.365
C -4.047 4.412 -2.905
C -2.950 0.888 -2.165
O -2.727 0.140 -3.083
O -2.485 0.751 -0.932
H -7.264 5.442 -2.501
H -6.009 6.215 -3.474
H -5.960 6.332 -1.720
H -6.945 3.203 -1.678
H -6.742 0.977 -0.956
H -5.134 0.365 -0.563
H -5.823 0.051 -2.149
H -1.823 2.747 -4.321
H -1.142 2.755 -2.715
H -1.486 4.290 -3.524
H -3.621 5.323 -3.313
```

Here is a molecular structure, C31H26Br3N5O10 from the Open Molecules 2025 dataset. Energies are from ωB97M-V with the def2-TZVPD basis set.

relative energy (zero: lowest compared OMol25 entry of this formula, charge and spin): 26.33 kcal per mole
2S+1: 1
F_max: 0.035 hartree/bohr

```
75
C31H26Br3N5O10 (ωB97M-V with the def2-TZVPD basis set)
C 1.687 0.108 2.697
Br 2.535 1.310 3.911
Br 2.961 -0.460 1.335
Br 0.082 0.839 1.927
H 1.421 -0.833 3.150
C 2.469 -1.360 -3.756
C 2.141 -1.047 -2.435
C 1.734 0.232 -2.101
C 1.910 1.245 -3.027
C 2.258 0.966 -4.325
C 2.423 -0.362 -4.718
N 1.573 2.620 -2.677
O 1.493 2.883 -1.476
O 1.395 3.412 -3.575
H 2.707 -2.375 -4.049
H 2.072 -1.865 -1.726
H 1.461 0.473 -1.082
H 2.297 1.751 -5.068
H 2.665 -0.585 -5.749
C -0.427 -7.133 0.829
C -0.343 -6.521 2.068
C -0.342 -5.138 2.121
C -0.491 -4.410 0.974
C -0.452 -5.011 -0.267
C -0.342 -6.388 -0.336
N -0.685 -2.969 1.031
O -0.348 -2.397 2.064
O -1.193 -2.421 0.063
H -0.533 -8.210 0.744
H -0.451 -7.076 2.987
H -0.372 -4.626 3.075
H -0.479 -4.445 -1.187
H -0.181 -6.826 -1.311
C -2.411 1.092 -1.143
C -2.697 -0.033 -1.904
C -3.473 0.109 -3.040
C -3.918 1.350 -3.424
C -3.470 2.502 -2.793
C -2.782 2.347 -1.605
N -4.849 1.457 -4.534
O -5.405 2.524 -4.694
O -5.030 0.478 -5.202
H -1.818 1.012 -0.239
H -2.354 -1.017 -1.621
H -3.714 -0.776 -3.615
H -3.714 3.456 -3.239
H -2.556 3.238 -1.031
C -1.569 0.262 5.133
C -2.672 1.048 5.409
C -3.908 0.541 5.041
C -4.012 -0.716 4.490
C -2.920 -1.527 4.288
C -1.689 -1.027 4.654
N -5.321 -1.187 4.047
O -5.386 -2.323 3.612
O -6.248 -0.389 4.058
H -0.573 0.628 5.365
H -2.577 2.055 5.781
H -4.793 1.166 5.049
H -3.054 -2.552 3.976
H -0.770 -1.586 4.541
C 3.963 4.123 -2.331
C 4.396 5.220 -1.594
C 4.750 5.057 -0.269
C 4.755 3.795 0.269
C 4.302 2.695 -0.420
C 3.896 2.869 -1.727
N 5.205 3.620 1.642
O 5.064 2.522 2.128
O 5.730 4.561 2.189
H 3.695 4.196 -3.378
H 4.372 6.197 -2.059
H 5.031 5.927 0.307
H 4.269 1.723 0.043
H 3.607 1.980 -2.276
```

Q: F_max of number 1 (C34H55BN2O6P2ReS)?
A: 0.011 hartree/bohr